No. 1
Density functional theory data (ωB97M-V with the def2-TZVPD basis set) for a cluster of 3 separate species, C47H51BF3O8 in total at a distorted geometry.

CARTESIAN COORDINATES (ANGSTROEM)
C1 -0.030 -0.642 3.730
C2 0.245 0.857 3.577
C3 -0.443 1.571 4.737
C4 0.105 2.959 5.082
C5 -0.392 4.141 4.254
C6 -0.573 5.346 5.184
C7 0.324 6.594 5.041
C8 1.789 6.374 4.799
C9 2.458 7.597 4.155
C10 1.978 8.032 2.781
C11 2.116 7.045 1.670
C12 1.229 7.328 0.476
O1 1.889 7.624 -0.700
B1 0.782 8.006 -1.597
C13 0.019 6.761 -2.375
C14 0.850 5.505 -2.469
C15 0.593 4.508 -1.405
F1 1.541 4.466 -0.492
F2 0.555 3.269 -1.906
F3 -0.551 4.644 -0.772
O2 -0.109 8.811 -0.703
C16 0.013 8.295 0.614
C17 -1.250 7.519 0.928
C18 -2.094 8.175 2.010
C19 -3.180 7.290 2.516
O3 -3.712 7.450 3.552
O4 -3.563 6.258 1.700
H1 0.234 -0.919 4.734
H2 -1.067 -0.857 3.562
H3 0.579 -1.208 3.056
H4 1.300 1.011 3.684
H5 -0.142 1.238 2.658
H6 -0.291 0.963 5.611
H7 -1.496 1.697 4.561
H8 1.177 2.942 5.113
H9 -0.215 3.130 6.092
H10 0.258 4.339 3.432
H11 -1.332 3.867 3.817
H12 -0.526 5.043 6.212
H13 -1.572 5.702 5.028
H14 -0.108 7.259 4.323
H15 0.247 7.095 5.986
H16 2.328 6.223 5.712
H17 1.994 5.522 4.183
H18 3.514 7.421 4.113
H19 2.278 8.422 4.817
H20 2.585 8.875 2.512
H21 0.980 8.405 2.892
H22 3.128 7.088 1.320
H23 1.962 6.032 1.972
H24 0.735 6.382 0.273
H25 1.152 8.818 -2.463
H26 -0.181 7.093 -3.369
H27 -0.945 6.591 -1.927
H28 1.890 5.749 -2.436
H29 0.673 5.034 -3.415
H30 0.150 9.154 1.245
H31 -1.852 7.384 0.060
H32 -1.004 6.533 1.292
H33 -2.527 9.083 1.647
H34 -1.460 8.361 2.855
H35 -2.898 5.570 1.743
C20 0.117 -7.454 4.639
C21 -0.419 -8.573 4.011
C22 -0.837 -8.496 2.695
C23 -0.732 -7.297 2.004
C24 -0.213 -6.169 2.642
C25 0.219 -6.256 3.957
C26 -0.128 -4.853 1.936
O5 0.332 -3.885 2.507
C27 -0.630 -4.784 0.535
C28 -0.615 -3.570 -0.124
C29 -1.064 -3.485 -1.429
C30 -1.525 -4.622 -2.085
C31 -1.549 -5.839 -1.428
C32 -1.110 -5.926 -0.116
C33 -1.172 -7.237 0.580
O6 -1.569 -8.236 0.012
H36 0.451 -7.519 5.666
H37 -0.508 -9.506 4.550
H38 -1.250 -9.363 2.200
H39 0.630 -5.382 4.441
H40 -0.256 -2.696 0.385
H41 -1.053 -2.531 -1.936
H42 -1.869 -4.555 -3.108
H43 -1.911 -6.722 -1.932
C34 -0.659 -7.744 -10.512
C35 0.718 -7.557 -10.577
C36 1.487 -7.659 -9.433
C37 0.884 -7.937 -8.216
C38 -0.501 -8.104 -8.147
C39 -1.266 -8.016 -9.301
C40 -1.179 -8.359 -6.842
O7 -2.381 -8.509 -6.785
C41 -0.337 -8.415 -5.612
C42 -0.949 -8.596 -4.380
C43 -0.184 -8.663 -3.231
C44 1.201 -8.558 -3.309
C45 1.817 -8.373 -4.532
C46 1.053 -8.292 -5.687
C47 1.733 -8.060 -6.994
O8 2.939 -7.968 -7.065
H44 -1.258 -7.672 -11.410
H45 1.189 -7.333 -11.524
H46 2.557 -7.519 -9.478
H47 -2.336 -8.157 -9.243
H48 -2.025 -8.680 -4.326
H49 -0.663 -8.798 -2.269
H50 1.798 -8.615 -2.409
H51 2.892 -8.285 -4.597

Calculated values
HOMO-LUMO gap	4.2	eV
energy above the lowest of the compared OMol25 structures with the same formula, charge and spin	0.00	kJ/mol
total charge	-1
LUMO level	-0.075	eV
DFT total energy	-2748.086459	Eh


No. 2
Density functional theory data (ωB97M-V with the def2-TZVPD basis set) for a structure of composition C47H51ClN5O6PS2Y.

CARTESIAN COORDINATES (ANGSTROEM)
Y1 -0.624 1.664 0.036
C1 -1.344 -6.221 -0.035
C2 -2.125 -4.956 0.198
C3 -2.756 -4.313 -0.863
C4 -3.487 -3.147 -0.672
C5 -4.182 -2.463 -1.819
C6 -3.568 -2.617 0.612
C7 -2.935 -3.225 1.687
C8 -2.961 -2.588 3.051
C9 -2.226 -4.401 1.467
H1 -2.010 -7.061 -0.243
H2 -0.745 -6.483 0.837
H3 -0.673 -6.120 -0.892
H4 -2.682 -4.734 -1.862
H5 -4.070 -1.380 -1.753
H6 -5.252 -2.682 -1.808
H7 -3.788 -2.796 -2.780
H8 -4.128 -1.698 0.756
H9 -2.248 -1.758 3.105
H10 -2.680 -3.297 3.829
H11 -3.955 -2.203 3.292
H12 -1.722 -4.881 2.300
O1 -1.322 3.668 -1.593
C10 -0.980 2.593 -2.094
C11 -0.905 2.339 -3.554
C12 -1.277 3.236 -4.548
C13 -1.176 2.858 -5.877
C14 -0.707 1.590 -6.206
C15 -0.327 0.693 -5.216
C16 -0.427 1.067 -3.880
P1 -0.007 0.018 -2.442
C17 0.472 -1.570 -3.207
C18 1.673 -1.741 -3.898
C19 2.006 -2.974 -4.437
C20 1.141 -4.052 -4.293
C21 -0.055 -3.895 -3.610
C22 -0.384 -2.659 -3.067
C23 1.625 0.662 -1.859
C24 2.565 -0.305 -1.269
C25 3.879 -0.051 -1.174
C26 4.484 1.094 -1.827
C27 3.749 1.971 -2.527
C28 2.280 1.941 -2.519
H13 -1.639 4.215 -4.260
H14 -1.462 3.546 -6.663
H15 -0.636 1.297 -7.246
H16 0.034 -0.291 -5.489
H17 2.354 -0.904 -4.007
H18 2.941 -3.095 -4.968
H19 1.403 -5.015 -4.713
H20 -0.731 -4.733 -3.496
H21 -1.316 -2.541 -2.523
H22 2.174 -1.254 -0.922
H23 4.529 -0.774 -0.696
H24 5.564 1.170 -1.835
H25 4.230 2.727 -3.134
H26 1.781 2.328 -3.404
C29 7.413 2.698 0.349
C30 6.549 2.073 1.410
C31 5.165 2.214 1.377
C32 4.370 1.665 2.371
C33 4.947 0.946 3.411
N1 4.124 0.370 4.430
C34 2.999 -0.358 4.121
O2 1.995 -0.361 4.800
N2 3.138 -1.162 2.992
C35 2.021 -1.400 2.161
C36 1.833 -2.643 1.582
C37 0.764 -2.828 0.718
C38 -0.062 -1.756 0.442
N3 0.139 -0.540 0.972
C39 1.136 -0.381 1.842
C40 6.326 0.792 3.454
C41 7.115 1.359 2.464
H27 6.844 2.880 -0.562
H28 8.262 2.059 0.102
H29 7.811 3.657 0.686
H30 4.684 2.765 0.577
H31 3.293 1.805 2.323
H32 4.010 0.899 5.281
H33 3.997 -1.030 2.476
H34 2.514 -3.451 1.820
H35 0.570 -3.784 0.255
H36 -0.895 -1.855 -0.241
H37 1.247 0.599 2.285
H38 6.773 0.223 4.260
H39 8.190 1.235 2.506
O3 -1.940 3.653 3.591
Cl1 -0.874 3.226 2.740
O4 -0.982 1.764 2.502
O5 0.392 3.534 3.294
O6 -1.027 3.797 1.403
C42 -5.480 4.091 -0.057
C43 -4.149 3.984 0.664
N4 -4.150 2.911 1.663
C44 -3.824 1.646 1.438
S1 -3.374 1.086 -0.129
N5 -3.832 0.775 2.450
C45 -4.063 1.091 3.855
C46 -5.542 1.190 4.200
H40 -5.445 4.909 -0.778
H41 -6.298 4.284 0.639
H42 -5.693 3.170 -0.599
H43 -3.911 4.900 1.205
H44 -3.338 3.811 -0.039
H45 -4.248 3.197 2.625
H46 -3.460 -0.130 2.216
H47 -3.520 2.002 4.113
H48 -3.590 0.295 4.429
H49 -6.042 1.961 3.613
H50 -5.666 1.435 5.255
H51 -6.048 0.244 4.004
S2 1.900 2.655 0.294
C47 1.560 2.033 -1.248

Calculated values
HOMO-LUMO gap (alpha / beta)	6.6 / 6.6	eV
energy above the lowest of the compared OMol25 structures with the same formula, charge and spin	125.43	kJ/mol
total charge	0
spin multiplicity	2
LUMO level (alpha / beta)	0.325 / -0.492	eV
DFT total energy	-4182.933746	Eh